Entry from the Open Molecules 2025 dataset: a structure of composition C34H36CoOPSSb in a non-equilibrium geometry (ωB97M-V/def2-TZVPD).

```
75
Properties=species:S:1:pos:R:3:forces:R:3:lowdin_charge:R:1
Sb 0.718 0.279 2.286 0.078 -0.023 0.032 1.36
Co -0.142 -0.057 -0.201 -0.584 -0.850 -0.085 0.06
S 6.734 -6.051 -0.548 -0.104 0.057 -0.180 1.02
P -2.055 1.199 -0.706 0.303 0.057 0.002 1.09
O 8.118 -6.949 1.432 0.022 0.024 -0.020 0.00
C 1.000 -1.659 -0.474 0.356 0.885 0.213 -0.09
C -2.469 -0.844 -2.446 0.084 -0.014 0.009 -0.10
C -1.187 2.768 -0.969 0.252 0.024 0.009 -0.33
C 1.975 -2.395 -0.466 -0.551 0.152 -0.100 -0.16
C 0.535 4.929 -1.007 0.017 0.090 0.007 -0.08
C 0.625 1.169 -1.525 0.264 -0.283 -0.234 -0.21
C -2.616 0.537 -2.315 0.052 -0.021 0.081 -0.32
C -3.355 2.766 -3.305 -0.019 0.078 -0.005 -0.04
C 4.037 -5.490 -0.356 0.046 -0.084 0.014 -0.11
C -3.584 2.123 1.484 -0.084 -0.002 -0.102 -0.27
C 2.941 -4.650 -0.331 -0.031 0.164 -0.024 -0.03
C -4.792 2.333 2.142 0.066 0.012 0.000 -0.05
C -3.605 1.572 0.190 -0.019 0.090 0.062 -0.28
C -3.138 1.283 -3.381 -0.058 -0.078 -0.013 -0.26
C -2.308 2.517 2.165 0.050 0.021 0.031 -0.07
C -3.342 -0.768 -4.666 -0.003 -0.003 0.002 -0.07
C -6.024 1.482 0.275 -0.089 0.003 0.018 -0.08
C 5.483 -3.599 -0.686 0.069 -0.023 0.003 -0.10
C 4.388 -2.754 -0.668 -0.074 -0.041 0.003 -0.03
C 0.175 2.554 -1.268 -0.296 0.341 0.208 -0.30
C 2.522 -0.786 2.678 -0.016 0.048 0.061 -0.31
C -2.834 -1.502 -3.608 -0.001 -0.032 -0.011 -0.07
C 3.097 -3.265 -0.487 0.256 -0.312 0.008 -0.26
C -6.003 2.022 1.551 -0.077 -0.010 -0.006 -0.08
C 5.316 -4.969 -0.519 0.196 -0.103 0.030 -0.56
C 7.183 -6.241 1.171 -0.116 0.019 0.063 -0.75
C -3.488 0.606 -4.546 -0.005 0.019 -0.020 -0.04
C 6.356 -5.526 2.205 0.058 -0.019 0.106 -0.05
C 1.250 2.151 3.191 0.011 -0.053 -0.012 -0.30
C -4.834 1.258 -0.394 0.088 -0.066 -0.018 -0.08
C -0.460 -0.525 3.883 0.037 0.020 0.028 -0.31
C 1.025 3.660 -1.265 -0.026 -0.124 -0.080 -0.04
C -1.676 4.043 -0.724 -0.009 -0.059 -0.018 -0.11
C -0.814 5.129 -0.748 -0.066 0.088 0.013 -0.09
H 5.353 -5.953 2.235 0.000 -0.005 -0.002 0.09
H -2.709 -2.574 -3.685 0.000 0.000 -0.012 0.11
H -2.009 3.529 1.886 0.002 0.005 0.015 0.09
H 3.907 -6.559 -0.246 0.005 0.002 0.002 0.11
H 6.248 -4.470 1.962 0.016 0.019 0.011 0.08
H -0.057 -0.223 4.849 0.022 0.011 -0.002 0.01
H -6.962 1.229 -0.200 -0.007 0.002 0.008 0.11
H 2.842 -0.641 3.709 -0.016 0.013 0.008 0.01
H 3.300 -0.440 2.001 -0.002 0.011 -0.024 0.00
H -3.964 3.101 -4.144 -0.001 0.008 0.002 0.08
H -4.862 0.819 -1.383 0.008 0.012 0.010 0.10
H 1.713 1.080 -1.522 -0.041 -0.028 -0.003 0.06
H 2.152 2.534 2.716 0.001 -0.013 -0.031 0.00
H 6.842 -5.654 3.169 -0.030 0.014 -0.004 0.09
H 1.947 -5.055 -0.198 -0.013 0.009 -0.009 0.12
H -1.494 1.859 1.867 0.033 0.006 0.008 -0.01
H -4.773 2.750 3.143 0.000 0.004 0.000 0.11
H -1.490 -0.183 3.799 -0.009 0.016 -0.002 -0.01
H -2.417 2.481 3.249 0.003 -0.013 0.002 0.09
H -3.865 3.045 -2.382 0.008 0.017 0.001 0.07
H 1.213 5.774 -1.006 -0.005 0.003 -0.002 0.10
H -6.926 2.198 2.087 -0.006 -0.004 -0.006 0.10
H -0.448 -1.612 3.819 -0.005 -0.011 -0.030 0.00
H -2.037 -1.414 -1.630 -0.019 0.000 -0.003 0.09
H -3.890 1.174 -5.377 -0.003 0.004 0.001 0.11
H 4.521 -1.689 -0.800 -0.022 0.010 -0.002 0.12
H 0.454 2.880 3.058 -0.028 -0.008 -0.017 -0.01
H 6.479 -3.198 -0.828 -0.003 -0.002 0.002 0.11
H 1.439 2.012 4.255 0.004 -0.031 0.004 0.01
H -2.725 4.185 -0.491 -0.007 0.008 0.002 0.11
H -2.409 3.308 -3.331 -0.002 0.009 -0.004 0.09
H 2.079 3.519 -1.475 0.006 -0.024 0.003 0.11
H 0.258 0.815 -2.497 0.052 -0.021 0.022 0.07
H -1.189 6.125 -0.550 -0.002 -0.004 0.006 0.10
H -3.625 -1.261 -5.588 0.000 -0.002 -0.004 0.11
H 2.349 -1.843 2.486 -0.017 -0.004 -0.025 0.00
```
Forces are in eV/Å.

Values from the calculation:
Gap between HOMO and LUMO (spin up / spin down)   7.05 / 8.09 eV
Largest force on an atom   1.0 eV/A
Spin multiplicity   2
LUMO (spin up / spin down)   -0.52 / 0.22 eV
Expectation value of S²   0.931